# 1
Below is a cluster of 2 separate species, C4H3Cl2N in total, with properties calculated with ωB97M-V/def2-TZVPD.

The calculation puts the HOMO energy (spin up / spin down) at -0.3290 / -0.3291 Eh. The calculation puts the LUMO energy (spin up / spin down) at -0.0664 / -0.0663 hartree. Its HOMO-LUMO gap (spin up / spin down) is 7.15 / 7.15 eV.

The geometry in ORCA input format:
```
! RIJCOSX wB97M-V def2-TZVPD def2/J DEFGRID3
* xyz 0 1
C 0.319 -1.541 0.284
C 2.488 -0.463 -0.498
C -0.600 -0.640 0.734
C 1.799 0.628 -0.736
N 1.252 -2.099 -0.259
Cl 4.103 -0.674 0.048
Cl 2.172 2.321 -0.058
H -0.213 -0.003 1.565
H -1.592 -0.522 0.415
H 1.082 0.626 -1.469
*
```

These are the Mulliken partial charges, in e, on atoms 1 to 2: C 0.55; C 0.35

# 2
Below is the ion C6H11O with charge -1, with properties calculated with ωB97M-V/def2-TZVPD.

The calculation puts the HOMO energy at -0.0811 Eh. The calculation puts the LUMO energy at 0.1413 hartree. Its structure (SMILES) is C=CCCCC[O-]. Its HOMO-LUMO gap is 6.05 eV.

The geometry in ORCA input format:
```
! RIJCOSX wB97M-V def2-TZVPD def2/J DEFGRID3
* xyz -1 1
C 0.889 1.216 -1.052
O 1.588 1.466 -2.121
C -0.707 0.873 -0.979
C -1.123 0.706 0.495
C -1.263 -0.784 0.938
C 0.680 -2.076 1.829
C -0.067 -1.654 0.797
H 0.835 2.129 -0.335
H 1.397 0.334 -0.495
H -1.166 1.801 -1.339
H -1.080 -0.041 -1.458
H -0.267 1.077 1.089
H -2.061 1.218 0.751
H -1.478 -0.627 1.998
H -2.146 -1.065 0.350
H 1.493 -2.754 1.595
H 0.652 -1.592 2.798
H 0.263 -1.941 -0.200
*
```

These are the Mulliken partial charges, in e, on atoms 1 to 2: C -0.33; O -0.82

# 3
Below is a cluster of 14 separate species, C60H162N14O16 in total, with properties calculated with ωB97M-V/def2-TZVPD.

The calculation puts the HOMO energy at -0.3100 Eh. The calculation puts the LUMO energy at 0.0097 hartree. Its HOMO-LUMO gap is 8.70 eV.

The geometry in ORCA input format:
```
! RIJCOSX wB97M-V def2-TZVPD def2/J DEFGRID3
* xyz 0 1
C -1.310 1.372 0.832
C -0.327 1.303 -0.311
C 0.591 0.030 -0.451
O 1.447 -0.018 0.718
C 2.448 -1.070 0.638
N -1.205 1.555 -1.494
H -2.066 0.604 0.669
H -1.827 2.319 0.990
H -0.847 1.094 1.780
H 0.391 2.106 -0.147
H 1.067 0.183 -1.420
H 0.004 -0.886 -0.393
H 2.702 -1.182 -0.416
H 1.961 -1.984 0.979
H 3.404 -0.953 1.147
H -1.196 0.902 -2.265
H -2.184 1.531 -1.247
C 6.253 0.702 10.282
C 5.935 1.692 9.135
C 4.805 1.169 8.261
O 5.260 0.241 7.294
C 4.371 -0.243 6.309
N 5.667 2.999 9.683
H 7.065 1.071 10.910
H 6.442 -0.302 9.903
H 5.385 0.587 10.931
H 6.830 1.876 8.541
H 4.393 1.994 7.680
H 3.944 0.737 8.772
H 4.817 -1.121 5.842
H 4.171 0.477 5.515
H 3.445 -0.514 6.815
H 4.700 3.032 9.971
H 5.855 3.576 8.876
C 1.019 -0.336 4.015
C 0.686 -1.825 4.319
C 1.785 -2.619 5.159
O 1.318 -3.964 5.307
C 2.234 -4.851 5.948
N -0.649 -1.996 4.987
H 0.861 0.371 4.829
H 0.378 0.067 3.230
H 2.027 -0.322 3.601
H 0.647 -2.348 3.364
H 1.847 -2.235 6.177
H 2.806 -2.576 4.781
H 2.992 -5.244 5.270
H 1.844 -5.865 6.034
H 2.540 -4.529 6.943
H -1.291 -2.351 4.293
H -0.479 -2.802 5.572
C -0.300 -3.452 -9.156
C -0.877 -2.724 -7.843
C 0.199 -2.108 -6.944
O -0.348 -1.302 -5.830
C 0.753 -1.173 -4.946
N -1.775 -1.726 -8.421
H 0.210 -2.616 -9.634
H -0.944 -3.934 -9.892
H 0.366 -4.283 -8.920
H -1.584 -3.350 -7.299
H 0.778 -1.479 -7.620
H 0.883 -2.873 -6.577
H 0.570 -0.485 -4.120
H 1.702 -0.788 -5.321
H 0.951 -2.147 -4.497
H -2.120 -1.126 -7.685
H -1.240 -0.970 -8.824
C 0.984 3.129 -4.121
C -0.067 2.537 -4.957
C -1.071 3.600 -5.517
O -2.106 3.979 -4.606
C -2.937 4.941 -5.272
N 0.724 1.999 -6.072
H 1.494 4.016 -4.499
H 1.684 2.357 -3.801
H 0.513 3.545 -3.230
H -0.680 1.756 -4.506
H -1.447 3.205 -6.461
H -0.393 4.396 -5.825
H -3.898 5.263 -4.871
H -3.113 4.712 -6.323
H -2.403 5.891 -5.287
H 0.015 1.780 -6.758
H 1.121 1.099 -5.842
C 2.142 -6.687 2.309
C 0.907 -5.871 2.006
C -0.285 -6.285 2.857
O -0.825 -7.550 2.370
C -1.904 -8.092 3.183
N 1.256 -4.430 2.167
H 2.172 -7.757 2.102
H 2.400 -6.630 3.366
H 3.025 -6.476 1.705
H 0.507 -6.011 1.002
H -1.146 -5.655 2.635
H -0.074 -6.406 3.920
H -2.806 -7.480 3.188
H -1.649 -8.230 4.234
H -2.249 -9.034 2.756
H 1.742 -4.406 3.052
H 0.430 -3.904 2.415
C 5.284 -4.738 0.963
C 5.622 -3.520 1.776
C 6.002 -2.287 0.855
O 6.296 -1.115 1.603
C 6.526 0.041 0.881
N 4.608 -3.244 2.776
H 6.083 -4.845 0.230
H 4.305 -4.645 0.492
H 5.310 -5.568 1.669
H 6.532 -3.753 2.331
H 5.152 -2.087 0.202
H 6.783 -2.560 0.146
H 7.318 -0.095 0.144
H 6.901 0.890 1.452
H 5.635 0.404 0.367
H 3.915 -2.694 2.290
H 4.976 -2.523 3.380
C -2.840 -6.862 -4.534
C -2.230 -5.908 -3.497
C -1.987 -4.439 -4.010
O -1.752 -3.607 -2.881
C -0.390 -3.628 -2.352
N -3.125 -5.937 -2.361
H -2.101 -6.984 -5.326
H -3.821 -6.588 -4.922
H -2.952 -7.821 -4.029
H -1.262 -6.272 -3.152
H -2.899 -4.206 -4.561
H -1.254 -4.289 -4.803
H -0.397 -4.543 -1.761
H -0.223 -2.803 -1.659
H 0.366 -3.583 -3.137
H -2.557 -5.828 -1.533
H -3.381 -4.970 -2.495
C -3.015 -2.693 0.577
C -3.570 -1.811 1.725
C -5.041 -2.080 2.165
O -5.914 -1.123 1.584
C -7.299 -1.284 1.856
N -2.549 -1.858 2.786
H -1.965 -2.446 0.417
H -3.529 -2.484 -0.361
H -3.067 -3.746 0.854
H -3.553 -0.818 1.277
H -5.127 -1.944 3.243
H -5.352 -3.071 1.833
H -7.477 -1.970 2.684
H -7.712 -1.650 0.916
H -7.759 -0.354 2.190
H -1.792 -2.062 2.149
H -2.535 -0.952 3.232
C -3.026 0.018 -5.965
C -3.127 0.429 -4.504
C -4.539 0.345 -3.875
O -4.984 -0.999 -3.707
C -6.061 -1.078 -2.801
N -2.186 -0.264 -3.637
H -2.086 0.281 -6.451
H -3.814 0.467 -6.570
H -3.164 -1.062 -5.990
H -2.786 1.464 -4.480
H -5.323 0.880 -4.411
H -4.440 0.772 -2.878
H -5.686 -0.785 -1.821
H -6.535 -2.059 -2.838
H -6.738 -0.237 -2.950
H -1.543 -0.651 -4.313
H -2.777 -1.031 -3.352
C -2.116 6.814 -2.005
C -1.308 5.583 -1.597
C -0.568 5.800 -0.260
O 0.576 6.584 -0.366
C 1.603 6.298 -1.339
N -2.217 4.413 -1.516
H -1.661 7.700 -2.448
H -2.776 7.158 -1.209
H -2.764 6.504 -2.824
H -0.551 5.342 -2.343
H -0.281 4.839 0.168
H -1.358 6.090 0.433
H 1.976 5.276 -1.277
H 2.426 6.959 -1.066
H 1.264 6.688 -2.298
H -1.721 3.584 -1.222
H -2.623 4.218 -2.420
C 4.824 -0.819 -6.846
C 5.135 -2.059 -5.906
C 4.661 -1.762 -4.439
O 5.676 -0.817 -3.967
C 5.376 -0.553 -2.644
N 4.283 -3.054 -6.552
H 5.267 0.044 -6.349
H 3.744 -0.708 -6.947
H 5.060 -0.860 -7.909
H 6.223 -2.113 -5.947
H 4.705 -2.633 -3.785
H 3.616 -1.470 -4.337
H 5.193 -1.418 -2.008
H 4.577 0.157 -2.428
H 6.331 -0.293 -2.187
H 4.487 -3.862 -5.982
H 4.698 -3.157 -7.466
C 7.123 4.813 -1.315
O 6.128 3.918 -0.837
C 5.196 4.448 0.184
C 4.211 3.309 0.589
N 3.304 3.917 1.574
C 2.363 2.886 2.170
C 1.564 3.564 3.305
O 0.499 4.158 2.636
C -0.469 4.778 3.438
H 7.783 4.202 -1.930
H 7.708 5.227 -0.494
H 6.694 5.578 -1.963
H 4.575 5.254 -0.206
H 5.671 4.491 1.164
H 4.840 2.475 0.901
H 3.738 2.952 -0.326
H 2.735 4.631 1.140
H 3.003 2.061 2.483
H 1.750 2.280 1.503
H 2.250 4.279 3.758
H 1.298 2.827 4.064
H -0.109 5.700 3.896
H -0.764 4.010 4.153
H -1.380 4.970 2.872
C -5.301 3.741 0.356
O -6.289 3.635 1.423
C -5.781 2.659 2.362
C -6.719 2.490 3.573
N -6.832 3.767 4.281
C -8.118 3.942 4.865
C -8.099 5.097 5.917
O -8.118 6.493 5.389
C -8.960 7.321 6.130
H -4.229 3.744 0.554
H -5.608 4.646 -0.170
H -5.394 3.010 -0.447
H -4.747 2.873 2.633
H -5.757 1.619 2.036
H -6.376 1.721 4.264
H -7.706 2.161 3.249
H -6.755 4.440 3.532
H -8.480 2.983 5.236
H -8.863 4.087 4.082
H -7.313 5.036 6.669
H -9.030 4.807 6.403
H -9.984 6.954 6.207
H -8.960 8.339 5.740
H -8.660 7.475 7.166
*
```

These are the Mulliken partial charges, in e, on atoms 1 to 2: C -0.58; C 0.76

# 4
Below is an isolated molecule of H3NP2S, with properties calculated with ωB97M-V/def2-TZVPD.

The calculation puts the HOMO energy (spin up / spin down) at -0.3280 / -0.3251 Eh. The calculation puts the LUMO energy (spin up / spin down) at -0.0693 / -0.0812 hartree. Its HOMO-LUMO gap (spin up / spin down) is 7.04 / 6.64 eV.

The geometry in ORCA input format:
```
! RIJCOSX wB97M-V def2-TZVPD def2/J DEFGRID3
* xyz 0 1
N -0.202 -1.242 0.478
P 0.614 1.245 -0.245
P -0.281 -0.701 -0.999
S -0.980 2.285 0.094
H -0.858 -0.870 1.193
H 0.858 0.785 0.969
H 0.848 -1.502 -1.490
*
```

These are the Mulliken partial charges, in e, on atoms 1 to 2: N -0.50; P 0.15

# 5
Below is a structure of composition C35H37Cl3MoN6O9Se, with properties calculated with ωB97M-V/def2-TZVPD.

The calculation puts the HOMO energy (spin up / spin down) at -0.5177 / -0.5178 Eh. The calculation puts the LUMO energy (spin up / spin down) at -0.2901 / -0.3019 hartree. Its HOMO-LUMO gap (spin up / spin down) is 6.19 / 5.88 eV. As for the expectation value of S²: 2.03.

The geometry in ORCA input format:
```
! RIJCOSX wB97M-V def2-TZVPD def2/J DEFGRID3
* xyz 2 3
Mo -0.310 0.380 1.302
C -4.700 3.543 1.570
C -3.722 2.704 0.813
C -3.855 1.318 0.766
C -2.956 0.543 0.050
C -1.840 1.136 -0.566
C -1.731 2.547 -0.553
C -2.652 3.306 0.123
H -4.337 3.700 2.589
H -5.672 3.057 1.637
H -4.822 4.522 1.109
H -4.699 0.848 1.256
H -3.119 -0.521 -0.051
H -1.270 0.574 -1.299
H -0.920 3.024 -1.089
H -2.574 4.387 0.115
Cl 1.114 -0.948 6.663
C 1.662 -0.636 5.102
C 3.031 -0.391 4.822
C 3.409 -0.189 3.544
C 2.441 -0.307 2.421
N 1.048 -0.376 2.809
C 0.713 -0.549 4.058
H 3.744 -0.358 5.634
H 4.440 0.001 3.278
H 2.680 -1.173 1.793
H -0.345 -0.598 4.292
Cl -1.054 -3.423 3.923
C -2.531 -2.526 3.503
Cl -2.942 -1.319 4.717
C -2.281 -1.898 2.139
O -2.701 -2.370 1.127
O -1.500 -0.808 2.196
H -3.344 -3.240 3.423
O 4.135 5.585 2.721
N 3.015 5.885 3.071
O 2.672 6.923 3.582
C 1.960 4.869 2.848
C 0.666 5.151 3.255
C -0.312 4.194 3.078
C -0.010 2.973 2.477
O -0.872 1.997 2.222
C 1.300 2.775 2.047
C 2.316 3.686 2.228
N 1.408 1.510 1.367
O 0.859 1.486 0.134
O 2.598 0.838 1.499
N -1.686 4.464 3.522
O -2.090 5.595 3.394
O -2.303 3.522 3.976
H 0.432 6.103 3.713
H 3.335 3.514 1.910
C -0.959 -5.174 -0.688
C -0.569 -4.708 -2.086
C -1.662 -3.894 -2.776
C -1.835 -2.488 -2.210
N -0.711 -1.616 -2.586
C 0.327 -1.238 -1.827
Se 0.527 -1.707 -0.009
N 1.172 -0.496 -2.557
C 2.505 -0.029 -2.163
C 3.630 -0.841 -2.795
C 3.599 -2.338 -2.469
C 2.748 -3.181 -3.417
C 0.657 -0.382 -3.845
C 1.130 0.288 -4.970
C 0.351 0.206 -6.104
C -0.857 -0.513 -6.123
C -1.326 -1.172 -5.007
C -0.536 -1.091 -3.864
H -0.148 -5.733 -0.222
H -1.830 -5.830 -0.730
H -1.206 -4.339 -0.029
H -0.344 -5.577 -2.706
H 0.361 -4.128 -2.049
H -2.622 -4.407 -2.673
H -1.464 -3.823 -3.848
H -1.895 -2.497 -1.123
H -2.737 -2.012 -2.596
H 2.551 -0.101 -1.078
H 2.572 1.026 -2.430
H 4.555 -0.396 -2.420
H 3.646 -0.698 -3.878
H 3.272 -2.482 -1.432
H 4.622 -2.715 -2.510
H 1.686 -2.931 -3.385
H 2.836 -4.240 -3.175
H 3.081 -3.052 -4.448
H 2.056 0.846 -4.962
H 0.676 0.707 -7.006
H -1.432 -0.547 -7.038
H -2.255 -1.725 -5.026
*
```

These are the Mulliken partial charges, in e, on atoms 1 to 2: Mo 1.12; C -1.46

# 6
Below is a cluster of 7 separate species, C8H24O6 in total, with properties calculated with ωB97M-V/def2-TZVPD.

The calculation puts the HOMO energy at -0.3196 Eh. The calculation puts the LUMO energy at 0.0066 hartree. Its structure (SMILES) is C=C/C=C/CC(=C)C.O.O.O.O.O.O. Its HOMO-LUMO gap is 8.88 eV.

The geometry in ORCA input format:
```
! RIJCOSX wB97M-V def2-TZVPD def2/J DEFGRID3
* xyz 0 1
C -0.389 1.779 2.066
C 0.029 2.172 0.677
C -0.929 2.699 -0.101
C 1.425 1.847 0.205
C 1.822 0.640 0.993
C 1.517 -0.565 0.516
C 1.570 -1.767 1.281
C 1.629 -1.778 2.619
H -0.822 0.733 1.942
H 0.345 1.628 2.847
H -1.174 2.353 2.545
H -0.712 3.042 -1.085
H -1.924 2.882 0.337
H 1.573 1.950 -0.919
H 1.987 2.781 0.459
H 2.252 0.736 1.983
H 1.132 -0.543 -0.516
H 1.582 -2.741 0.830
H 1.806 -0.867 3.146
H 1.689 -2.724 3.189
H -1.158 -0.483 3.678
H -2.251 -0.653 2.657
O -2.057 -0.198 3.482
H -1.463 -1.970 -3.112
H -1.214 -0.567 -3.698
O -1.345 -1.491 -3.939
H 0.981 0.670 -2.846
H 0.976 2.275 -2.449
O 0.467 1.478 -2.652
H -1.507 -2.897 -0.362
H -0.529 -1.839 -0.568
O -0.750 -2.711 -0.929
H 2.130 -1.130 -3.909
H 1.280 -1.353 -2.656
O 1.902 -0.722 -3.065
H -3.446 -1.589 -1.176
H -3.524 -0.171 -0.728
O -2.898 -0.905 -0.744
*
```

These are the Mulliken partial charges, in e, on atoms 1 to 2: C -1.09; C 1.08

# 7
Below is an isolated molecule of C3H3FS2, with properties calculated with ωB97M-V/def2-TZVPD.

The calculation puts the HOMO energy at -0.3377 Eh. The calculation puts the LUMO energy at -0.0752 hartree. Its structure (SMILES) is FCC(=S)C=S. Its HOMO-LUMO gap is 7.14 eV.

The geometry in ORCA input format:
```
! RIJCOSX wB97M-V def2-TZVPD def2/J DEFGRID3
* xyz 0 1
C -0.015 -0.262 1.144
C -0.390 -0.447 -0.328
C 0.050 0.690 -1.228
H -0.545 -0.926 1.798
H -0.066 0.786 1.372
H -0.501 0.699 -2.185
F 1.320 -0.546 1.294
S -0.992 -1.814 -0.972
S 1.140 1.821 -0.895
*
```

These are the Mulliken partial charges, in e, on atoms 1 to 2: C -0.38; C 0.39

Asked for energy above the lowest of the compared OMol25 structures with the same formula, charge and spin across the records above, the calculation gives 527.5 97.2 839.3 271.8 168.9 261.7 73.7 kJ/mol in order.
Asked for total energy across the records above, the calculation gives -30725.9472 -8445.8636 -118451.6946 -30948.9617 -169011.8995 -20967.4154 -27545.7371 eV in order.
Asked for strongest force on any atom across the records above, the calculation gives 0.0693 0.0392 0.0781 0.0542 0.0021 0.0534 0.0219 Eh/bohr in order.